No. 1
A structure of composition C7H18I3OP2Ru in a non-equilibrium geometry. Source: the OMol25 dataset; level of theory: ωB97M-V with the def2-TZVPD basis set.

Positions of all 32 atoms, in Å:
I (-0.126, -1.930, -4.779)
I (-0.034, 2.534, -1.695)
Ru (0.015, 0.601, -0.032)
P (-2.200, 0.126, 0.233)
C (-2.959, -0.037, -1.446)
C (-2.701, -1.366, 1.164)
H (-3.789, -1.240, 1.288)
H (-3.987, 1.326, 1.123)
H (-2.206, -1.494, 2.133)
H (-2.528, 1.788, 2.045)
H (-2.663, -0.981, -1.936)
H (-2.464, -2.213, 0.500)
C (-2.923, 1.570, 1.053)
H (-4.047, -0.011, -1.284)
H (-2.760, 2.442, 0.415)
H (-2.677, 0.785, -2.122)
P (2.207, 0.128, 0.258)
C (2.971, -0.043, -1.418)
C (2.928, 1.561, 1.074)
H (2.188, -1.509, 2.142)
H (3.773, -1.263, 1.304)
H (2.444, -2.221, 0.508)
C (2.685, -1.378, 1.173)
H (2.532, 1.781, 2.062)
H (3.989, 1.308, 1.146)
H (4.057, -0.019, -1.249)
H (2.698, 0.778, -2.099)
H (2.771, 2.429, 0.431)
H (2.685, -0.986, -1.914)
C (0.036, -0.965, -1.011)
O (0.086, -1.858, -1.794)
I (-0.003, 0.358, 2.726)

Summary:
Expectation value of S²: 6.019
Charge: +3
Spin multiplicity: 5
F_max in eV/A: 4.09


No. 2
A structure of composition C40H63GeN7O3P3SeTl in a non-equilibrium geometry. Source: the OMol25 dataset; level of theory: ωB97M-V with the def2-TZVPD basis set.

Positions of all 119 atoms, in Å:
Tl (3.192, -1.510, 0.292)
C (-3.752, -2.301, -0.715)
C (-3.512, -2.887, 0.688)
C (-3.675, -4.396, 0.570)
P (-1.826, -2.448, 1.379)
C (-1.986, -0.700, 2.062)
N (-2.008, 0.422, 1.145)
Ge (-0.275, 0.664, 0.241)
N (-0.299, 1.039, -1.686)
C (0.626, 0.353, -2.548)
P (0.946, -1.384, -2.133)
C (-0.691, -2.077, -2.451)
C (-0.649, -3.596, -2.500)
C (-1.503, -1.496, -3.590)
C (2.067, -1.901, -3.515)
C (2.463, -3.391, -3.362)
C (1.689, -1.537, -4.953)
C (-0.638, 2.282, -2.204)
C (-0.036, 2.804, -3.376)
C (-0.464, 4.007, -3.913)
C (-1.435, 4.754, -3.291)
C (-1.970, 4.276, -2.095)
C (-1.580, 3.077, -1.543)
N (-2.044, 2.629, -0.279)
C (-3.263, 1.899, -0.218)
C (-4.412, 2.286, -0.851)
C (-5.615, 1.600, -0.633)
C (-5.601, 0.552, 0.282)
C (-4.449, 0.207, 0.969)
C (-3.239, 0.787, 0.651)
C (-1.716, 3.435, 0.849)
C (-2.663, 4.301, 1.373)
C (-2.398, 5.081, 2.506)
C (-1.150, 4.958, 3.100)
C (-0.187, 4.089, 2.597)
C (-0.457, 3.295, 1.470)
N (0.428, 2.344, 0.935)
C (1.612, 2.150, 1.748)
P (2.997, 1.221, 0.962)
C (4.258, 1.396, 2.271)
C (5.373, 0.389, 2.156)
C (4.798, 2.822, 2.442)
C (3.473, 2.229, -0.511)
C (3.094, 3.723, -0.422)
C (4.925, 1.944, -0.914)
C (-1.952, -3.349, 3.019)
C (-1.417, -2.625, 4.267)
C (-1.240, -4.697, 2.945)
H (-4.810, -2.325, -0.955)
H (-3.219, -2.838, -1.487)
H (-3.427, -1.273, -0.767)
H (-4.264, -2.529, 1.394)
H (-2.906, -4.874, -0.054)
H (-4.626, -4.591, 0.108)
H (-3.656, -4.898, 1.545)
H (-1.085, -0.651, 2.698)
H (-2.881, -0.626, 2.697)
H (1.585, 0.883, -2.708)
H (0.209, 0.379, -3.568)
H (-1.294, -1.867, -1.553)
H (-0.358, -3.934, -3.520)
H (-1.612, -4.018, -2.208)
H (0.087, -3.963, -1.789)
H (-1.044, -1.569, -4.580)
H (-1.789, -0.462, -3.350)
H (-2.453, -2.056, -3.668)
H (3.000, -1.376, -3.292)
H (1.743, -4.079, -3.826)
H (2.529, -3.616, -2.309)
H (3.440, -3.549, -3.826)
H (0.829, -2.095, -5.310)
H (2.561, -1.787, -5.567)
H (1.517, -0.458, -5.065)
H (0.750, 2.277, -3.883)
H (0.010, 4.373, -4.811)
H (-1.768, 5.698, -3.713)
H (-2.647, 4.936, -1.549)
H (-4.413, 3.112, -1.575)
H (-6.545, 1.908, -1.151)
H (-6.518, -0.008, 0.492)
H (-4.522, -0.581, 1.702)
H (-3.635, 4.352, 0.916)
H (-3.149, 5.726, 2.954)
H (-0.865, 5.566, 3.948)
H (0.761, 4.038, 3.150)
H (1.419, 1.656, 2.716)
H (2.085, 3.121, 1.967)
H (3.682, 1.145, 3.157)
H (5.875, 0.483, 1.195)
H (4.995, -0.637, 2.285)
H (6.105, 0.550, 2.959)
H (5.209, 3.247, 1.538)
H (5.616, 2.833, 3.184)
H (4.014, 3.518, 2.784)
H (2.835, 1.806, -1.293)
H (3.609, 4.227, 0.374)
H (2.019, 3.838, -0.301)
H (3.349, 4.160, -1.398)
H (5.657, 2.358, -0.217)
H (5.143, 2.281, -1.942)
H (5.086, 0.869, -0.901)
H (-3.029, -3.517, 3.160)
H (-0.326, -2.604, 4.272)
H (-1.668, -3.256, 5.118)
H (-1.824, -1.631, 4.407)
H (-0.170, -4.570, 2.746)
H (-1.648, -5.340, 2.137)
H (-1.356, -5.198, 3.895)
N (1.229, -1.999, 1.454)
N (1.629, -1.595, 2.750)
C (2.825, -2.229, 3.225)
O (3.195, -1.893, 4.354)
O (3.400, -2.999, 2.372)
H (0.518, -1.371, 1.022)
H (1.035, -3.004, 1.388)
H (0.911, -1.487, 3.441)
O (2.383, -5.664, 0.341)
N (1.660, -4.817, 0.286)
Se (5.168, -2.226, -1.210)

Summary:
Expectation value of S²: 0.752
Charge: -1
Spin multiplicity: 2
F_max in eV/A: 2.93


| no. | DFT total energy (eV) |
| --- | --- |
| 1 | -55029.3687 |
| 2 | -213497.7667 |